[1]
Entry from OMol25: a 2-piece molecular cluster, H2N2S2 overall in a non-equilibrium geometry (ωB97M-V with the def2-TZVPD basis set).

Geometry (Å):
N -0.07 1.10 -0.36
N 0.09 -1.05 0.57
S -1.24 0.00 0.02
S 1.16 0.27 0.45
H -0.07 1.39 -1.97
H 0.12 -1.71 1.29

Summary:
**LUMO energy (alpha / beta)**: -0.0226 / -0.0226 hartree
**ΔE to the lowest compared entry with this formula, charge and spin**: 2.707 eV
**Calculated total energy**: -906.8727 Ha
**Orbital gap (alpha / beta)**: 6.64 / 6.78 eV
**Total charge**: 0

The net atomic charges from Löwdin, expressed in e, are: -0.867 -0.667 0.686 0.696 0.146 0.006

---

[2]
Entry from OMol25: C39H43N2O3PPd as an isolated structure in a non-equilibrium geometry (ωB97M-V with the def2-TZVPD basis set).

Geometry (Å):
Pd -0.44 0.96 -0.20
C 2.32 1.14 -2.42
C 3.40 0.55 -1.55
C 4.61 0.19 -2.13
C 5.67 -0.30 -1.38
C 5.52 -0.42 -0.01
C 4.33 -0.05 0.59
C 3.24 0.40 -0.15
P 1.72 1.00 0.71
C 2.03 0.54 2.44
C 1.88 1.52 3.44
C 1.86 1.20 4.78
C 1.92 -0.15 5.19
C 2.03 -1.14 4.21
C 2.10 -0.84 2.86
C 2.24 -1.95 1.86
C 2.08 2.79 0.67
C 3.34 3.35 0.90
C 3.60 4.67 0.59
C 2.60 5.45 0.01
C 1.34 4.91 -0.21
C 1.06 3.58 0.12
C -0.32 3.01 -0.01
H 2.64 1.16 -3.47
H 2.10 2.16 -2.10
H 1.39 0.57 -2.36
H 4.74 0.32 -3.20
H 6.60 -0.58 -1.86
H 6.35 -0.79 0.59
H 4.24 -0.10 1.67
H 1.77 2.56 3.14
H 1.77 1.99 5.52
H 1.86 -0.42 6.23
H 2.06 -2.18 4.51
H 1.85 -2.89 2.26
H 3.29 -2.11 1.57
H 1.70 -1.71 0.93
H 4.12 2.73 1.34
H 4.58 5.10 0.78
H 2.80 6.49 -0.24
H 0.56 5.53 -0.63
H -0.89 3.59 -0.73
H -0.80 3.16 0.97
C -3.84 3.22 -0.16
C -3.45 1.75 0.09
C -3.12 1.60 1.59
C -2.32 1.31 -0.83
C -4.61 0.82 -0.25
C -4.61 -0.50 0.23
C -5.64 -1.37 -0.05
C -6.72 -0.97 -0.83
C -6.72 0.32 -1.35
C -5.68 1.19 -1.07
H -3.05 3.87 0.23
H -4.78 3.48 0.34
H -3.94 3.43 -1.23
H -2.63 2.50 1.97
H -2.43 0.77 1.76
H -4.03 1.43 2.18
H -2.57 1.48 -1.88
H -3.77 -0.83 0.83
H -5.62 -2.38 0.35
H -7.55 -1.64 -1.02
H -7.55 0.65 -1.97
H -5.71 2.19 -1.50
C 2.18 -3.49 -1.43
C 0.98 -3.82 -2.31
C -0.35 -3.36 -1.69
C -1.51 -3.70 -2.66
C -2.87 -3.20 -2.18
C -0.58 -4.10 -0.40
O -0.52 -5.32 -0.32
N -0.86 -3.33 0.68
C -0.89 -1.92 0.74
O -1.20 -1.42 1.81
N -0.59 -1.23 -0.38
C -0.31 -1.83 -1.56
O -0.02 -1.18 -2.56
H 3.11 -3.84 -1.89
H 2.09 -3.96 -0.45
H 2.28 -2.41 -1.28
H 0.92 -4.90 -2.48
H 1.08 -3.31 -3.27
H -1.53 -4.78 -2.80
H -1.27 -3.23 -3.62
H -3.13 -3.65 -1.22
H -3.65 -3.44 -2.90
H -2.86 -2.11 -2.06
H -1.02 -3.81 1.56

Summary:
**Multiplicity**: 3
**LUMO energy (alpha / beta)**: 0.1695 / 0.1693 hartree
**ΔE to the lowest compared entry with this formula, charge and spin**: 0.122 eV
**Calculated total energy**: -2316.4263 Ha
**Orbital gap (alpha / beta)**: 2.52 / 6.66 eV
**Total charge**: -2

The net atomic charges from Löwdin, expressed in e, are: 0.666 -0.059 -0.260 -0.075 -0.114 -0.107 -0.114 -0.278 1.021 -0.353 -0.151 -0.170 -0.182 -0.122 -0.325 -0.097 -0.324 -0.086 -0.121 -0.120 -0.071 -0.321 -0.248 0.071 0.074 0.038 0.095 0.084 0.090 0.099 0.081 0.068 0.051 0.088 0.073 0.064 0.036 0.106 0.084 0.082 0.097 0.036 0.047 -0.084 -0.588 -0.066 -0.122 -0.183 -0.034 -0.101 -0.130 -0.118 -0.049 0.060 0.078 0.068 0.063 0.049 0.081 0.024 0.108 0.094 0.082 0.086 0.092 -0.067 -0.180 -0.313 -0.176 -0.078 -0.447 0.053 0.212 -0.567 0.043 0.072 -0.482 0.024 0.071 0.074 0.069 0.112 0.112 0.114 0.115 0.075 0.068 0.076 0.155

---

[3]
Entry from OMol25: C3H8O3RbS as an isolated structure in a non-equilibrium geometry (ωB97M-V with the def2-TZVPD basis set).

Geometry (Å):
Rb -1.65 3.43 -0.58
O -0.07 2.27 -0.14
S 0.48 1.00 0.36
O 0.16 0.58 1.74
O 0.01 -0.21 -0.68
C -0.38 -1.46 -0.14
C -1.88 -1.36 -0.02
C 2.31 0.92 -0.03
H 0.13 -1.79 0.76
H -0.13 -2.26 -0.84
H -2.24 -0.94 -0.96
H -2.02 -0.62 0.77
H -2.46 -2.27 0.13
H 2.77 0.13 0.57
H 2.57 1.96 0.14
H 2.37 0.63 -1.08

Summary:
**LUMO energy**: -0.1264 hartree
**ΔE to the lowest compared entry with this formula, charge and spin**: 2.486 eV
**Calculated total energy**: -766.8095 Ha
**Orbital gap**: 11.35 eV
**Total charge**: +1

The net atomic charges from Löwdin, expressed in e, are: 1.251 -0.808 0.738 -0.267 -0.269 -0.280 -0.057 -0.046 0.127 0.131 0.084 0.074 0.094 0.084 0.070 0.075

---

[4]
Entry from OMol25: a single CH3NO2 molecule in a non-equilibrium geometry (ωB97M-V with the def2-TZVPD basis set).

Geometry (Å):
O -1.76 -0.12 -0.08
C -0.69 0.39 0.08
N 0.44 -0.42 0.17
O 1.61 0.19 -0.17
H -0.46 1.45 0.14
H 0.33 -1.30 -0.27
H 2.37 -0.08 0.47

Summary:
**LUMO energy**: 0.0246 hartree
**ΔE to the lowest compared entry with this formula, charge and spin**: 2.832 eV
**SMILES string**: O=CNO
**Calculated total energy**: -245.0751 Ha
**Orbital gap**: 10.62 eV
**Total charge**: 0

The net atomic charges from Löwdin, expressed in e, are: 0.048 -0.322 -0.061 -0.078 0.133 0.125 0.155

---

[5]
Entry from OMol25: a 8-piece molecular cluster, C4H26NO7 overall in a non-equilibrium geometry (ωB97M-V with the def2-TZVPD basis set).

Geometry (Å):
C -0.44 0.77 1.46
C 1.05 0.44 1.49
C 1.94 1.57 2.09
C 1.52 -0.84 2.28
N -0.76 1.56 0.22
H -0.95 -0.20 1.37
H -0.81 1.26 2.34
H 1.56 0.52 0.54
H 1.93 1.93 3.11
H 2.94 1.15 2.01
H 1.86 2.45 1.47
H 1.52 -0.71 3.36
H 2.60 -1.07 2.00
H 0.82 -1.65 2.12
H -0.41 2.51 0.02
H -0.33 1.07 -0.58
H -1.77 1.61 0.03
H 0.81 -1.77 -0.16
H -0.56 -1.44 -0.72
O 0.35 -1.06 -0.65
H 2.04 0.11 -3.05
H 0.98 -0.38 -2.07
O 1.23 0.45 -2.61
H 4.33 -1.80 -1.72
H 3.94 -0.51 -1.09
O 4.14 -0.87 -1.96
H -2.82 -1.84 -0.03
H -2.11 -2.91 -0.95
O -2.16 -1.97 -0.73
H -3.72 -2.88 2.27
H -3.94 -1.53 2.89
O -3.68 -1.93 2.05
H 0.08 1.70 -3.33
H -1.14 2.10 -4.03
O -0.69 2.29 -3.18
H -2.76 1.30 -2.28
H -3.68 0.09 -2.21
O -2.92 0.50 -1.77

Summary:
**Multiplicity**: 2
**LUMO energy (alpha / beta)**: -0.2261 / -0.5149 hartree
**Calculated total energy**: -748.6817 Ha
**Orbital gap (alpha / beta)**: 11.04 / 3.17 eV
**Total charge**: +2

The net atomic charges from Löwdin, expressed in e, are: -0.095 -0.412 -0.076 -0.047 0.198 0.120 0.143 0.094 0.090 0.080 0.074 0.091 0.112 0.069 0.186 0.110 0.158 0.096 0.031 -0.078 0.125 0.088 0.158 0.082 0.051 0.020 0.048 0.088 -0.042 0.058 0.057 -0.057 0.047 0.125 0.146 0.023 0.080 -0.042

---

[6]
Entry from OMol25: a single C8H9NOS molecule in a non-equilibrium geometry (ωB97M-V with the def2-TZVPD basis set).

Geometry (Å):
C -1.83 -1.28 0.03
C -1.33 0.02 -0.64
C 0.03 -0.06 -1.42
C 0.99 -0.05 -0.29
C 2.34 -0.46 -0.20
C 2.84 -0.37 1.09
S 1.71 0.33 2.15
C 0.57 0.49 0.86
C -1.15 1.08 0.46
N -0.56 2.28 -0.02
O -0.84 3.23 0.69
H -2.72 -1.13 0.44
H -1.16 -1.45 0.89
H -1.77 -2.22 -0.65
H -2.15 0.32 -1.28
H 0.09 0.88 -1.94
H 0.15 -0.92 -2.02
H 2.81 -1.09 -0.99
H 3.74 -0.70 1.49
H -1.77 1.09 1.35

Summary:
**LUMO energy (alpha / beta)**: 0.0013 / 0.0013 hartree
**ΔE to the lowest compared entry with this formula, charge and spin**: 4.832 eV
**SMILES string**: C[C@@H]1Cc2ccsc2[C@H]1N=O
**Calculated total energy**: -838.2673 Ha
**Orbital gap (alpha / beta)**: 8.98 / 8.98 eV
**Total charge**: 0

The net atomic charges from Löwdin, expressed in e, are: -0.048 -0.321 -0.076 -0.351 -0.116 -0.415 1.019 -0.381 -0.137 -0.047 -0.006 0.022 0.086 0.119 0.131 0.111 0.110 0.123 0.040 0.139